(1)
The following is a DFT calculation (ωB97M-V/def2-TZVPD) of a 2-piece molecular cluster, C2H11N2S2 overall.

XYZ file:
```
17
Properties=species:S:1:pos:R:3:forces:R:3:lowdin_charge:R:1
C -0.655 -1.640 0.400 0.03 -0.05 0.05 -0.284
N -0.387 -2.888 -0.297 -0.24 0.39 -0.17 0.017
C 0.473 -0.673 0.088 0.06 0.13 0.09 -0.149
N 0.245 0.625 0.817 -0.02 0.14 -0.31 0.151
H -0.663 -1.832 1.477 0.01 -0.06 0.01 0.125
H -1.619 -1.170 0.156 0.00 0.01 -0.06 0.122
H -1.082 -3.576 -0.044 0.04 -0.20 0.18 0.084
H -0.522 -2.741 -1.292 0.13 -0.10 -0.06 0.083
H 0.532 -0.428 -0.971 -0.02 -0.05 -0.02 0.121
H 1.431 -1.063 0.423 0.00 -0.05 -0.06 0.140
H 0.956 1.348 0.614 -0.14 -0.06 -0.03 0.063
H -0.655 1.043 0.554 0.13 -0.08 -0.01 0.137
H 0.241 0.461 1.817 -0.04 0.01 0.38 0.164
S 1.058 3.680 -0.272 -0.12 0.07 0.13 0.298
S -0.129 2.893 -1.814 -0.06 -0.02 0.03 0.292
H 0.010 4.001 0.522 0.21 -0.11 -0.17 -0.167
H 0.765 1.959 -2.176 0.01 0.04 0.03 -0.197
```
Forces are in eV/Å.

Its total energy is -26896.4283 eV. As for the charge: +1. The value obtained for the energy above the lowest of the compared OMol25 structures with the same formula, charge and spin is 0.0 kcal/mol. As for the HOMO energy: -12.87 eV. For the HOMO-LUMO gap, the calculation gives 9.43 eV.

(2)
The following is a DFT calculation (ωB97M-V/def2-TZVPD) of C49H37BrCuF4GeN2O2PS as an isolated structure.

XYZ file:
```
99
Properties=species:S:1:pos:R:3:forces:R:3:lowdin_charge:R:1
Cu -0.932 0.982 1.620 -1.32 0.35 -0.70 0.399
F -4.514 -0.130 7.823 -0.18 -0.02 0.81 0.175
C -3.819 -0.366 6.739 -0.85 1.00 0.29 -0.147
C -3.510 -1.620 6.348 1.77 -1.51 -2.27 -0.127
F -3.713 -2.775 6.945 -0.70 0.36 0.89 0.169
C -2.836 -1.743 5.115 -0.60 -0.43 -0.63 -0.186
F -2.718 -2.999 4.623 0.23 0.77 0.49 0.101
C -2.469 -0.676 4.312 0.45 -0.32 -1.03 -0.253
P -1.715 -0.952 2.611 -1.04 -0.27 0.18 1.106
C -3.051 -1.675 1.635 0.23 0.23 0.66 -0.344
C -4.017 -0.710 1.378 0.63 0.86 0.14 -0.125
C -4.930 -0.941 0.406 -0.03 -1.02 -1.48 -0.044
C -4.879 -2.162 -0.306 -0.85 1.42 -0.16 -0.084
C -3.988 -3.143 -0.029 0.64 -0.55 1.74 -0.057
C -3.076 -2.911 1.018 1.13 -1.31 -0.54 -0.057
C -0.472 -2.204 2.658 1.07 0.15 2.45 -0.384
C 0.046 -2.766 1.485 -0.48 0.00 1.37 -0.112
C 0.971 -3.793 1.596 0.77 1.20 0.61 -0.037
C 1.525 -4.095 2.870 -0.45 0.03 -1.58 -0.067
C 1.096 -3.456 4.004 -0.12 -0.13 1.50 -0.071
C 0.080 -2.475 3.928 0.93 -1.34 -0.20 -0.070
C -2.839 0.603 4.732 0.43 0.77 0.46 -0.478
Br -2.281 2.240 3.820 -0.82 -1.01 0.61 0.947
C -3.510 0.734 5.936 0.50 0.93 -0.18 -0.228
F -3.791 1.947 6.444 0.00 -0.64 -0.37 0.091
H -3.848 0.298 1.789 -0.55 -0.53 -0.10 0.093
H -5.516 -0.160 -0.027 -0.61 0.40 0.25 0.114
H -5.519 -2.251 -1.157 -0.51 -0.24 -0.23 0.092
H -4.020 -4.119 -0.488 0.08 0.07 -0.33 0.115
H -2.309 -3.719 1.211 -0.97 1.20 0.03 0.130
H -0.363 -2.302 0.610 0.22 -0.54 -0.97 0.094
H 1.431 -4.152 0.697 0.03 -0.52 -0.22 0.098
H 2.332 -4.803 2.925 0.06 -0.31 0.03 0.106
H 1.540 -3.821 4.987 -0.69 0.96 -1.29 0.137
H -0.211 -2.026 4.888 -0.21 0.02 -0.79 0.112
O -0.926 2.853 0.604 -0.10 -1.08 0.62 -0.002
C -1.820 2.284 -0.083 0.02 1.30 -1.19 -0.670
O -2.296 1.162 0.203 0.22 -1.34 1.31 -0.049
C -2.284 2.896 -1.338 -1.45 0.53 -0.45 -0.178
C -1.149 3.040 -2.302 1.05 0.43 -0.99 -0.248
Ge -0.495 1.377 -3.173 0.04 0.75 -0.14 1.016
C -2.001 0.374 -3.845 -1.02 -1.35 0.84 -0.245
C -2.884 -0.388 -2.991 1.51 0.84 -0.83 -0.092
C -4.017 -0.972 -3.534 -0.62 0.94 0.25 -0.096
C -4.300 -0.799 -4.883 0.41 0.14 -0.24 -0.069
C -3.378 -0.159 -5.737 -1.86 -0.94 -0.35 -0.083
C -2.270 0.427 -5.224 1.45 0.64 0.85 -0.111
C 0.519 1.920 -4.763 0.06 -1.50 0.59 -0.302
C 0.269 3.092 -5.448 0.05 1.50 0.62 -0.115
C 0.804 3.361 -6.697 -0.17 -1.23 -0.02 -0.069
C 1.562 2.374 -7.299 0.21 -0.85 1.25 -0.087
C 1.848 1.188 -6.642 -1.24 -0.32 2.07 -0.053
C 1.296 0.911 -5.339 0.35 1.77 -2.70 -0.077
C 0.755 0.265 -2.144 0.78 -1.50 1.03 -0.254
C 0.690 -1.172 -2.046 -0.99 0.93 -0.42 -0.112
C 1.755 -1.955 -1.666 -0.08 -0.52 -0.68 -0.128
C 2.974 -1.381 -1.359 0.63 0.02 0.30 -0.098
C 3.098 0.007 -1.317 -1.14 -0.26 -0.24 -0.092
C 1.967 0.799 -1.671 1.27 1.40 -0.06 -0.113
H -2.698 3.877 -1.093 0.10 0.13 0.05 0.133
H -3.138 2.332 -1.799 0.85 0.20 0.54 0.135
H -0.260 3.545 -1.904 -0.24 -0.17 0.50 0.082
H -1.459 3.760 -3.070 -0.05 -0.50 -0.28 0.073
H -2.660 -0.511 -1.920 -0.15 0.25 -0.45 0.091
H -4.794 -1.317 -2.844 0.43 -0.35 -0.50 0.080
H -5.262 -1.127 -5.245 0.03 -0.18 -0.27 0.101
H -3.573 -0.096 -6.808 -0.08 -0.03 0.30 0.112
H -1.569 0.951 -5.886 -0.36 -0.20 0.28 0.104
H -0.275 3.880 -4.912 -0.07 -0.31 -0.48 0.097
H 0.542 4.190 -7.301 -0.19 1.04 -0.02 0.097
H 1.960 2.468 -8.261 0.41 0.47 -1.40 0.088
H 2.397 0.418 -7.127 0.48 -0.42 -0.39 0.090
H 1.395 -0.076 -4.946 0.20 -0.40 0.53 0.090
H -0.185 -1.778 -2.312 -0.06 0.83 -0.22 0.104
H 1.621 -3.036 -1.844 0.35 0.54 0.59 0.117
H 3.820 -2.044 -1.176 -0.02 0.32 0.03 0.109
H 4.060 0.452 -1.072 -0.30 0.11 -0.02 0.101
H 2.170 1.926 -1.641 -0.62 -1.61 -0.23 0.132
S 4.924 1.444 4.020 -0.73 -0.48 -0.46 1.054
C 3.324 1.175 3.272 1.53 0.99 1.18 -0.472
C 2.342 2.017 3.800 0.65 -1.38 -0.71 -0.061
C 1.115 1.894 3.281 -1.51 0.76 0.04 -0.112
N 0.794 1.016 2.310 0.24 0.96 1.14 -0.051
C 1.734 0.289 1.792 1.79 -1.25 -0.90 -0.093
C 3.067 0.335 2.235 -0.84 -0.67 -0.94 -0.019
C 5.894 1.144 2.577 0.98 -0.80 0.75 -0.550
C 6.773 0.045 2.551 -0.34 1.52 -2.57 -0.067
C 7.613 -0.026 1.438 0.59 -1.31 0.35 -0.136
N 7.761 0.934 0.525 0.29 -1.09 0.23 0.071
C 6.942 1.963 0.603 0.07 -0.41 0.72 -0.126
C 5.944 2.085 1.574 1.46 -0.55 -0.64 -0.071
H 2.641 2.697 4.541 -0.13 0.95 0.84 0.100
H 0.318 2.557 3.578 -0.02 -0.03 0.15 0.059
H 1.458 -0.344 0.952 0.11 -0.07 0.13 0.110
H 3.823 -0.266 1.726 -0.26 0.21 0.30 0.125
H 6.751 -0.832 3.115 -0.30 -0.75 1.55 0.089
H 8.210 -0.984 1.352 -0.43 1.41 -0.22 0.130
H 7.224 2.731 -0.072 -0.50 0.86 -0.62 0.105
H 5.358 2.951 1.542 -0.97 1.08 0.30 0.099
```
Forces are in eV/Å.

Its total energy is -260673.1042 eV. As for the charge: +1. The spin multiplicity is 2. The value obtained for the energy above the lowest of the compared OMol25 structures with the same formula, charge and spin is 42.5 kcal/mol. As for the HOMO energy (spin up / spin down): -10.90 / -10.90 eV. For the HOMO-LUMO gap (spin up / spin down), the calculation gives 8.25 / 6.84 eV.

(3)
The following is a DFT calculation (ωB97M-V/def2-TZVPD) of C13H17HgI2N4O5S as an isolated structure.

XYZ file:
```
43
Properties=species:S:1:pos:R:3:forces:R:3:lowdin_charge:R:1
Hg 0.346 0.478 -0.705 -0.03 0.12 -0.01 0.757
C 3.739 -3.019 3.654 -0.01 0.01 -0.01 -0.070
O 3.366 -3.062 2.282 0.01 0.02 0.01 -0.022
C 2.493 -2.167 1.759 -0.04 0.02 -0.01 -0.576
O 2.157 -2.283 0.608 0.03 0.01 0.02 -0.062
N 2.042 -1.211 2.623 0.05 0.04 0.10 0.013
N 1.167 -0.224 2.178 0.11 -0.18 -0.12 0.031
H 4.390 -3.873 3.811 0.00 0.00 0.00 0.096
H 2.868 -3.110 4.307 -0.01 0.00 0.00 0.092
H 4.297 -2.110 3.892 0.00 0.00 -0.01 0.095
H 2.489 -1.094 3.516 -0.02 -0.02 0.01 0.120
H 1.584 0.697 2.184 -0.05 0.02 0.02 0.065
H 0.298 -0.241 2.695 0.00 0.03 -0.02 0.063
I 1.427 -2.719 -2.372 -0.01 0.00 -0.03 0.766
C 0.572 -2.340 -4.280 0.00 0.00 0.06 -1.195
I -0.299 -0.410 -4.447 -0.02 -0.06 0.00 0.661
H -0.202 -3.072 -4.461 -0.02 0.01 0.01 -0.047
H 1.360 -2.420 -5.017 0.01 0.02 0.00 -0.048
S -2.279 -0.774 1.079 0.01 0.04 0.07 0.584
C -1.476 -2.118 1.669 -0.02 0.00 -0.03 -0.818
N -0.784 -2.933 0.816 0.01 0.10 0.01 0.060
C -0.085 -4.029 1.180 0.01 -0.05 -0.02 -0.096
C -0.050 -4.426 2.479 0.04 0.00 -0.05 -0.070
C -0.747 -3.638 3.420 -0.05 0.07 0.02 -0.063
C -1.431 -2.522 3.034 -0.02 -0.09 0.06 -0.111
H -0.736 -2.621 -0.148 0.01 -0.02 0.00 0.071
H 0.439 -4.533 0.381 0.00 0.00 0.01 0.116
H 0.507 -5.304 2.767 -0.01 -0.01 -0.01 0.108
H -0.741 -3.923 4.465 0.00 0.00 0.00 0.110
H -1.974 -1.918 3.746 0.00 0.01 -0.01 0.101
O 0.409 2.509 1.561 -0.03 0.03 -0.02 0.007
C -0.745 2.868 1.609 0.07 -0.06 0.10 -0.447
C -1.396 3.573 2.780 -0.02 0.01 -0.04 -0.072
C -2.886 3.513 2.481 0.01 -0.01 -0.01 -0.070
C -2.973 3.162 1.004 0.00 0.01 0.06 -0.404
O -3.949 3.207 0.321 -0.02 -0.01 -0.04 0.141
N -1.681 2.731 0.596 0.13 -0.08 -0.06 0.069
H -1.017 4.597 2.785 0.00 0.01 0.02 0.131
H -1.087 3.105 3.712 -0.02 -0.04 -0.01 0.123
H -3.438 4.429 2.673 0.01 0.01 -0.01 0.124
H -3.380 2.702 3.019 0.00 0.01 0.01 0.130
O -2.180 2.090 -1.537 0.14 0.04 -0.13 0.010
C -1.384 2.034 -0.655 -0.28 0.00 0.05 -0.472
```
Forces are in eV/Å.

Its total energy is -61164.8776 eV. As for the charge: 0. The spin multiplicity is 2. The value obtained for the energy above the lowest of the compared OMol25 structures with the same formula, charge and spin is 38.8 kcal/mol. As for the HOMO energy (spin up / spin down): -6.35 / -7.61 eV. For the HOMO-LUMO gap (spin up / spin down), the calculation gives 6.43 / 7.24 eV.